(1)
The following is a DFT calculation (ωB97M-V/def2-TZVPD) of a molecular structure, C27H46N2O4PRuS4 in a non-equilibrium geometry.

```
85
Properties=species:S:1:pos:R:3:forces:R:3:mulliken_spin:R:1
Ru -1.063896 0.273621 -0.590216 -1.94 0.67 -1.01 0.63
C -4.800574 1.154566 -0.837447 0.01 0.07 0.01 0.00
C -4.191044 2.082087 0.203648 0.11 -0.14 -0.21 -0.01
S -2.642500 1.562866 0.981387 0.39 -0.29 0.25 0.01
C -3.132142 0.439523 2.300533 -0.07 0.03 -0.01 0.00
C -3.752296 -0.891803 1.905762 0.11 -0.09 0.04 0.00
S -2.658709 -1.873743 0.840899 0.30 -0.02 -0.19 0.02
C -3.885287 -2.620251 -0.269467 0.00 -0.09 0.19 0.00
C -3.203091 -3.262785 -1.470913 -0.08 0.18 -0.02 0.00
S -2.285586 -2.113989 -2.511792 0.17 -0.47 -0.19 0.01
C -3.521761 -1.470211 -3.652185 -0.03 -0.03 0.15 0.00
C -4.515456 -0.489727 -3.036684 0.07 0.05 -0.07 0.00
S -3.624888 0.826502 -2.168228 0.11 0.05 0.04 -0.01
H -5.681684 1.638236 -1.262796 -0.04 -0.01 0.05 0.00
H -5.108277 0.207728 -0.396205 -0.02 0.00 0.02 0.00
H -4.901703 2.278256 1.007024 -0.01 0.05 -0.01 0.00
H -3.925461 3.031877 -0.262575 -0.06 0.03 0.03 0.00
H -3.796583 0.965948 2.988450 0.02 0.00 0.01 0.00
H -2.184776 0.268388 2.816274 -0.02 0.01 0.06 0.00
H -4.704446 -0.764335 1.393586 -0.01 0.06 0.03 0.00
H -3.936765 -1.459900 2.818269 -0.09 -0.01 -0.01 0.00
H -4.579224 -1.840862 -0.575946 -0.02 -0.02 -0.04 0.00
H -4.435995 -3.381316 0.286389 -0.04 0.02 -0.01 0.00
H -3.932181 -3.798205 -2.081418 -0.01 -0.05 0.06 0.00
H -2.459400 -3.982799 -1.125440 -0.05 -0.08 -0.03 0.00
H -4.041603 -2.305590 -4.122909 -0.04 0.06 -0.06 0.00
H -2.929974 -0.968558 -4.420423 -0.02 -0.03 -0.03 0.00
H -5.189144 -0.989518 -2.341529 0.01 -0.02 0.00 0.00
H -5.119715 -0.040349 -3.825624 -0.03 -0.02 0.01 0.00
O 2.894496 0.175192 -6.386614 0.06 0.02 0.22 0.00
C 3.191142 -0.008535 -5.197442 0.21 -0.01 -0.20 0.00
O 4.280502 -0.181478 -4.612277 -0.17 0.02 -0.03 0.00
C 2.011280 -0.044928 -4.233864 -0.12 -0.09 0.06 0.00
C 1.773293 -1.189423 -3.469533 -0.03 0.06 -0.18 -0.01
C 0.760624 -1.195483 -2.544610 -0.24 0.10 -0.14 0.00
N -0.003052 -0.113460 -2.317126 0.87 -0.41 0.66 -0.03
C 0.216502 0.990932 -3.050924 -0.14 -0.14 -0.15 0.01
C 1.176130 1.053358 -4.034688 -0.19 -0.05 -0.14 0.00
C -0.632768 2.150891 -2.629152 0.13 0.15 -0.13 -0.01
O -0.943742 3.055091 -3.362867 0.11 0.00 0.14 0.01
O -0.994084 2.061819 -1.359350 -0.03 0.48 0.00 0.02
H 2.407650 -2.057197 -3.591513 0.01 0.01 0.00 0.00
H 0.533300 -2.070267 -1.951140 0.01 0.02 0.05 0.00
H 1.280402 1.956191 -4.620970 0.03 -0.01 -0.01 0.00
C 0.320330 2.223783 2.866593 0.06 0.01 0.15 -0.01
C 1.696535 1.930899 2.256663 -0.08 -0.09 -0.11 0.03
C 2.772666 2.041518 3.340515 0.02 0.04 -0.01 0.00
C 1.928054 3.024269 1.201601 -0.01 -0.03 -0.01 0.00
P 1.662013 0.257796 1.379352 -0.03 -0.10 -0.62 -0.02
N 0.226755 0.032045 0.702516 0.64 0.04 0.96 0.31
C 3.121370 0.148170 0.172139 -0.08 0.02 0.25 0.00
C 4.486110 0.560725 0.732688 0.01 0.00 -0.02 0.00
C 3.195041 -1.316288 -0.284196 0.11 0.01 0.02 0.01
C 2.811991 1.006965 -1.067559 0.03 -0.02 0.04 0.02
C 1.774989 -1.142516 2.639594 -0.22 0.03 -0.06 -0.01
C 3.166265 -1.364953 3.236122 -0.02 -0.02 0.02 0.00
C 0.787218 -0.830818 3.776264 0.04 -0.02 0.03 0.02
C 1.277274 -2.449234 1.987968 0.06 -0.01 0.00 0.02
H 0.269408 3.288507 3.108482 0.03 -0.02 0.04 0.00
H 0.129607 1.668153 3.782487 -0.01 0.01 -0.04 0.00
H -0.463927 2.011353 2.150372 -0.05 0.03 -0.04 0.00
H 2.801750 3.078861 3.685408 0.00 -0.01 0.01 0.00
H 3.766438 1.790475 2.975751 0.02 0.02 0.01 0.00
H 2.557972 1.417638 4.206834 0.00 0.01 -0.01 0.00
H 1.758706 3.992631 1.678542 0.01 -0.01 -0.01 0.00
H 1.229602 2.938421 0.367336 0.00 -0.01 -0.02 0.00
H 2.943609 3.024926 0.817887 0.03 -0.01 -0.04 0.00
H 4.791320 -0.029173 1.595257 0.01 -0.01 0.00 0.00
H 4.516241 1.613298 1.008836 0.01 0.02 -0.03 0.00
H 5.234004 0.413557 -0.051264 -0.02 -0.01 0.00 0.00
H 3.616058 -1.963982 0.482881 0.01 0.00 -0.02 0.00
H 3.843001 -1.373116 -1.161688 -0.01 0.01 0.00 0.00
H 2.215523 -1.697293 -0.566671 0.05 -0.02 0.03 0.00
H 3.162819 2.028635 -0.961806 0.01 0.06 0.04 0.00
H 1.747788 1.035676 -1.283689 0.11 0.03 0.09 0.00
H 3.319759 0.580596 -1.936020 0.04 0.04 0.06 0.00
H 3.579128 -0.468272 3.695684 0.00 -0.02 0.01 0.00
H 3.874789 -1.731035 2.496444 0.01 -0.01 0.02 0.00
H 3.084328 -2.128570 4.014694 0.01 0.00 0.00 0.00
H 1.129972 -0.026859 4.424780 -0.01 -0.02 -0.01 0.00
H 0.676040 -1.725444 4.393149 0.03 0.01 0.01 0.00
H -0.192664 -0.572218 3.376112 -0.02 -0.03 0.00 -0.01
H 2.055250 -2.954953 1.421821 -0.01 0.02 -0.01 0.00
H 0.428626 -2.263251 1.331326 -0.04 0.00 0.03 -0.02
H 0.950766 -3.129265 2.778442 0.04 0.00 0.00 0.00
```
Positions in Å, forces in eV/Å.

Summary:
maximum force = 2.29 eV/Å
LUMO level (spin up / spin down) = -0.31 / -0.49 eV
spin multiplicity = 2
HOMO energy (spin up / spin down) = -7.42 / -7.37 eV
frontier orbital gap (spin up / spin down) = 0.2615 / 0.2529 Eh

(2)
The following is a DFT calculation (ωB97M-V/def2-TZVPD) of 8 unconnected molecules or ions with the total composition C27H46O11 in a non-equilibrium geometry.

```
84
Properties=species:S:1:pos:R:3:forces:R:3:lowdin_charge:R:1
O 5.075419 6.889950 3.940575 0.28 0.56 0.55 0.10
C 4.742960 5.948147 3.236481 1.17 0.95 0.48 -0.48
C 5.538965 5.491132 2.171456 2.04 -3.74 -5.53 0.09
C 5.038347 4.378532 1.118368 2.12 5.80 4.15 -0.08
O 5.648560 4.277677 -0.083068 -4.88 -3.22 1.44 0.16
C 3.775063 3.695508 1.505885 -2.50 -2.24 -1.57 -0.30
O 3.351738 2.737936 0.800837 1.30 2.35 1.81 0.08
C 2.968716 4.194845 2.661320 6.43 6.28 2.11 0.14
C 3.486359 5.353602 3.510255 -6.44 -6.12 -2.01 -0.10
O 2.696094 5.841054 4.577859 -0.26 -3.68 -4.37 0.11
H 6.646645 6.012108 2.093475 -3.14 -1.44 -0.12 0.17
H 6.376189 4.757364 0.094934 4.59 2.83 0.02 0.05
H 2.064065 3.849158 2.894117 -3.38 -1.72 0.54 0.03
H 3.325415 6.387194 4.921275 2.60 3.37 2.48 0.03
C 3.055700 -2.698917 -4.569077 0.19 -0.42 -3.20 -0.03
C 1.832148 -1.902882 -4.966944 -5.05 -0.22 -3.22 -0.45
C 1.563591 -0.569261 -4.304990 5.26 -1.58 -0.03 -0.01
O 0.976289 -2.241688 -5.857442 3.55 0.10 2.74 0.00
H 3.074388 -2.896880 -3.521538 0.08 -0.57 0.60 0.07
H 3.933295 -2.119437 -4.843976 0.16 0.62 0.49 0.07
H 3.225034 -3.542179 -5.337404 -0.87 0.62 1.81 0.12
H 1.339172 -0.750215 -3.274594 1.18 0.00 1.31 0.06
H 0.758354 0.023437 -4.486646 -2.23 1.37 -2.07 0.02
H 2.624344 -0.112532 -4.614475 -2.30 0.10 1.64 0.14
C -1.235771 5.202631 3.596761 5.31 1.74 -5.42 -0.01
C -0.648199 3.796621 3.804789 1.68 2.56 0.68 -0.45
C -0.108568 3.624718 5.213443 -1.15 -3.44 -3.17 0.01
O -0.517315 2.970495 2.950067 -0.28 -0.60 -0.55 0.07
H -2.175840 5.102831 3.791678 -5.90 0.15 1.84 0.00
H -1.241543 5.664933 2.471776 -0.09 -2.18 1.82 0.14
H -0.714107 6.105858 3.929094 -0.09 -0.78 1.55 0.08
H -0.378633 4.343534 5.818526 -1.51 3.97 2.97 0.02
H 0.927742 3.551945 5.247296 1.90 -0.50 -0.22 0.07
H -0.589756 2.726553 5.541554 0.24 -0.92 0.55 0.09
C -0.244223 -6.692670 -4.012304 -3.54 -3.21 1.55 -0.02
C -0.897783 -5.669722 -3.015840 -1.74 -1.11 1.06 -0.40
C 0.067730 -5.091616 -1.922174 -5.89 2.61 -0.33 -0.01
O -2.111670 -5.407891 -2.938417 3.21 -0.63 -0.76 0.02
H -0.850779 -7.015760 -4.878547 -0.07 0.87 0.43 0.08
H 0.080634 -7.768299 -3.630481 -0.69 2.44 0.23 0.13
H 0.591454 -6.249738 -4.310193 3.78 1.78 -1.62 0.00
H 0.365491 -4.081400 -2.230343 -0.06 -0.12 0.08 0.07
H 0.873104 -5.632445 -1.710475 3.28 -2.49 0.78 0.01
H -0.669846 -4.986151 -1.018164 1.72 -0.07 -1.44 0.12
C -4.930110 -3.076663 1.853058 3.74 -0.84 -1.42 -0.03
C -5.119856 -2.760611 0.360337 4.16 2.23 0.15 -0.45
C -6.440468 -3.038974 -0.327375 4.33 -1.05 -1.78 -0.01
O -4.134635 -2.215354 -0.250728 -3.82 -1.95 1.63 -0.03
H -5.764886 -3.690437 2.057791 -0.58 -0.68 1.37 0.04
H -4.778619 -2.163938 2.447376 -0.54 -0.33 -0.18 0.08
H -3.809599 -3.665530 1.961693 -3.42 1.40 -0.30 0.16
H -7.061706 -3.795397 0.106088 0.09 -0.83 -0.13 0.07
H -5.853449 -3.179269 -1.336693 -2.58 -0.17 1.06 0.14
H -6.956689 -2.152582 -0.268714 -1.31 2.27 -0.43 0.05
C -2.276763 -0.085984 -4.435211 -4.04 5.75 0.58 -0.01
C -3.743598 -0.351062 -4.783317 2.48 -0.68 0.77 -0.50
C -4.345122 -1.533507 -4.137575 1.95 -0.70 0.96 -0.01
O -4.331515 0.367491 -5.509309 -1.63 1.65 -1.65 0.10
H -1.598026 -0.744865 -4.501860 4.27 -6.15 -0.07 -0.02
H -2.279015 0.313628 -3.420647 0.07 -0.21 0.20 0.08
H -1.741969 0.688837 -4.998069 -1.09 0.47 -0.39 0.10
H -3.958280 -1.645463 -3.113716 -0.30 0.05 -0.15 0.08
H -3.955406 -2.391936 -4.665696 0.18 -0.46 -0.25 0.09
H -5.380573 -1.577730 -4.176842 -1.95 0.20 -0.06 0.06
C 2.311615 0.924314 3.804685 -1.30 -2.15 -4.53 -0.03
C 1.486963 -0.129117 4.458971 -3.90 0.91 4.87 -0.41
C 1.328905 -1.529394 3.869767 1.85 1.74 1.28 -0.02
O 0.760805 0.180840 5.508490 3.45 -1.28 -4.47 -0.03
H 3.070410 1.359675 4.353779 1.07 1.19 1.39 0.06
H 1.529202 1.572244 3.338042 0.73 0.24 0.78 0.07
H 2.791190 0.484189 2.823510 -0.56 0.63 1.89 0.12
H 0.551828 -1.980539 4.452445 -0.47 -0.53 -0.22 0.07
H 2.324414 -1.982294 4.118021 -0.82 -0.12 -0.66 0.11
H 1.183143 -1.380521 2.810432 -0.12 -0.61 -0.36 0.07
C 0.166779 1.305101 0.308572 -8.40 -5.70 2.11 0.01
C -0.352122 0.404786 -0.851645 -0.70 3.76 -2.70 -0.38
C -0.607537 -1.039390 -0.534848 -4.65 0.14 -2.14 -0.02
O -0.475556 0.942552 -1.984555 0.39 -2.08 2.83 0.01
H -0.088910 0.794444 1.291124 0.49 0.74 -1.03 0.10
H 0.080277 2.285314 0.426044 -1.80 4.29 -0.32 0.04
H 1.066615 1.241470 0.147089 10.08 -1.17 -1.14 -0.03
H -1.401192 -1.598609 -1.302221 1.86 1.95 1.70 0.15
H -1.132181 -1.031411 0.421831 0.62 -0.69 0.18 0.08
H 0.226662 -1.622387 -0.684850 2.20 -1.28 0.55 0.04
```
Positions in Å, forces in eV/Å.

Summary:
maximum force = 10.36 eV/Å
LUMO level = -2.72 eV
HOMO energy = -8.70 eV
SMILES = O=C1C=C(O)C(=O)C=C1O.CC(C)=O.CC(C)=O.CC(C)=O.CC(C)=O.CC(C)=O.CC(C)=O.CC(C)=O
frontier orbital gap = 0.2198 Eh

(3)
The following is a DFT calculation (ωB97M-V/def2-TZVPD) of a molecular structure, C27H47ClLiN2O5S2 in a non-equilibrium geometry.

```
85
Properties=species:S:1:pos:R:3:forces:R:3:lowdin_charge:R:1
C 8.216658 4.486007 -0.332698 0.85 -0.63 0.61 -0.15
C 8.246365 2.841212 -0.498082 0.88 -0.33 -0.65 -0.26
C 7.508019 2.312177 -1.866767 -0.01 1.05 -0.64 -0.20
C 5.842954 2.435646 -1.809465 2.49 0.37 -0.67 -0.27
N 5.337074 1.066150 -1.414579 -0.83 1.87 1.00 -0.10
C 4.014286 1.143915 -0.646103 0.27 -0.37 0.28 -0.66
S 2.926027 2.327975 -1.678367 -0.54 -0.34 0.95 0.75
C 4.143618 1.847189 0.832750 -0.05 2.00 -0.54 -0.20
O 3.846821 0.962153 1.969683 2.28 -1.57 -1.83 -0.27
S 4.946197 -0.336046 1.834668 4.28 -1.96 6.09 0.86
O 4.851515 -1.121412 3.200982 -0.93 2.63 -5.45 -0.37
O 6.430835 0.073909 1.688406 -5.39 -0.36 -1.00 -0.33
C 4.311766 -1.394365 0.375660 -0.74 -0.59 -1.64 -0.26
C 5.510379 -2.193848 -0.407506 1.34 -1.02 1.36 -0.13
C 6.212379 -3.190632 0.737764 -1.20 -0.46 0.18 -0.20
O 7.529480 -2.717097 1.190362 -0.86 -2.51 2.67 -0.14
C 7.790392 -3.538076 2.419131 4.34 -5.14 -2.06 -0.11
O 8.621352 -4.609784 2.332868 -5.77 7.62 0.73 -0.04
C 3.413202 -0.398389 -0.610717 -1.47 0.61 0.64 -0.61
Cl 3.429120 -0.971821 -2.408357 0.01 0.25 1.81 0.62
C 1.812023 -0.461431 -0.161534 -0.72 -0.18 -0.09 -0.19
C 1.164037 -1.990842 -0.354329 0.49 0.32 0.56 -0.23
C -0.088681 -2.039088 -1.410283 0.21 -2.18 0.54 -0.20
C -1.175539 -3.139272 -0.775314 -0.21 0.63 -0.35 -0.22
C -2.662101 -2.871415 -1.412550 0.86 0.41 1.06 -0.22
C -3.674939 -2.484616 -0.172748 -0.31 -0.32 -0.63 -0.23
C -5.125921 -2.109008 -0.842040 0.26 0.26 0.46 -0.24
C -6.205142 -1.437984 0.213581 0.40 -1.34 -1.26 -0.22
C -7.574323 -1.134542 -0.666144 -0.06 -0.32 0.23 -0.21
C -8.877585 -0.718952 0.240707 -0.12 -0.21 -0.31 -0.21
C -8.546173 -0.438111 1.821561 -1.19 0.28 -0.05 -0.18
C -7.765323 0.980735 2.091869 0.17 -0.48 1.50 -0.16
N -8.183842 2.113682 1.157201 -1.79 4.25 -2.09 -0.17
C -9.191774 3.155779 1.595510 0.15 2.04 -3.08 -0.06
C -9.496026 4.313446 0.450063 4.10 -5.38 0.21 -0.07
C -8.531396 3.786990 -0.771143 -0.21 -1.81 3.93 -0.12
C -7.726791 2.446146 -0.260184 -2.71 2.98 0.72 -0.08
H 8.247364 5.004432 -1.390603 -0.28 -1.00 2.23 0.08
H 9.225263 4.769596 0.236490 -2.28 -0.45 -1.23 0.08
H 7.333486 4.843829 0.352417 1.59 -0.57 -1.63 0.07
H 7.842572 2.260905 0.435876 0.63 1.24 -1.64 0.10
H 9.400016 2.546847 -0.586287 -2.55 0.52 0.16 0.12
H 7.862516 1.229231 -2.193569 -0.89 2.15 0.86 0.12
H 7.848426 3.037158 -2.751364 -0.59 -1.58 1.91 0.11
H 5.518730 2.758691 -2.903437 0.27 -0.81 2.50 0.12
H 5.621014 3.290644 -1.042177 0.16 -1.53 -1.46 0.11
H 6.096994 0.647452 -0.835149 -1.10 0.37 -0.18 0.08
H 1.948757 2.822770 -0.766411 1.45 -1.00 -0.75 -0.08
H 5.225645 2.284033 0.935353 -1.95 -0.98 -0.15 0.13
H 3.401153 2.775294 0.934870 1.57 -2.34 -0.10 0.13
H 3.643041 -2.233185 0.897933 1.27 2.17 -1.04 0.15
H 5.125804 -2.930913 -1.248880 0.33 1.96 1.82 0.12
H 6.353905 -1.516766 -0.853847 -1.82 -1.16 0.88 0.13
H 5.486083 -3.234369 1.678303 1.38 0.09 -1.83 0.12
H 6.324963 -4.298322 0.365908 -0.19 2.19 0.41 0.14
H 7.216629 -3.248618 3.399160 1.03 -0.31 -2.00 0.17
H 1.646008 -0.078847 0.956604 0.73 -0.95 -2.35 0.13
H 1.122856 0.238390 -0.826088 1.96 -1.28 1.18 0.09
H 0.815048 -2.353770 0.723862 0.60 0.75 -2.37 0.11
H 1.996725 -2.752845 -0.704398 -1.69 1.62 0.66 0.10
H 0.284490 -2.540270 -2.425901 -0.79 1.54 2.06 0.13
H -0.612064 -1.012154 -1.613026 1.11 -1.92 0.52 0.11
H -0.831989 -4.257795 -0.955632 -0.56 2.44 0.34 0.12
H -1.255759 -2.967572 0.380461 0.28 -0.36 -2.12 0.09
H -2.575300 -1.922710 -2.100824 -0.36 -2.03 1.06 0.10
H -2.975758 -3.826752 -2.013348 0.16 2.05 1.15 0.12
H -3.718260 -3.410603 0.560913 -0.20 1.83 -1.50 0.12
H -3.267252 -1.579896 0.487537 -0.69 -1.80 -1.66 0.12
H -5.560453 -3.088132 -1.344077 0.73 2.11 1.05 0.13
H -4.939723 -1.303175 -1.684939 -0.31 -1.70 1.53 0.12
H -6.376803 -2.251627 1.068225 0.17 1.97 -1.77 0.13
H -5.699516 -0.478009 0.655683 -1.12 -1.76 -0.76 0.09
H -7.887267 -2.119014 -1.261397 0.97 2.18 1.23 0.13
H -7.356758 -0.289391 -1.478883 -0.36 -1.89 1.75 0.10
H -9.670985 -1.589560 0.200502 1.65 1.74 0.16 0.12
H -9.388602 0.205094 -0.302916 0.94 -1.82 1.54 0.11
H -9.597050 -0.348617 2.373060 2.22 -0.12 -1.17 0.12
H -7.995539 -1.347408 2.360023 -0.98 2.21 -1.37 0.13
H -8.089526 1.334334 3.180156 0.80 -0.60 -2.41 0.14
H -6.593434 0.893977 2.106098 -2.41 0.14 -0.32 0.13
H -9.748349 3.193219 2.635818 1.63 -0.61 -2.30 0.14
H -10.201150 5.252369 0.490504 1.58 -2.31 0.02 0.11
H -8.476022 4.328667 -1.810407 0.13 -1.51 2.24 0.11
H -6.947721 1.805806 -0.879610 -1.96 1.38 1.73 0.13
Li -7.101150 4.461203 0.903556 -0.52 -0.37 -0.05 0.76
```
Positions in Å, forces in eV/Å.

Summary:
total charge = +1
maximum force = 9.59 eV/Å
LUMO level = -4.00 eV
HOMO energy = -10.82 eV
frontier orbital gap = 0.2507 Eh